A single C22H32N2O2 molecule. Source: OMol25; level of theory: wB97M-V/def2-TZVPD.

Geometry as XYZ:
```
58
Properties=species:S:1:pos:R:3:forces:R:3:mulliken_charge:R:1
C -4.44931 -1.78088 -0.77178 0.0 0.0 0.0 0.56
H -4.38082 1.19543 -2.39144 0.0 0.0 0.0 0.40
C -0.69597 -1.22555 -0.90982 0.0 -0.1 0.0 -1.08
H -2.72301 -2.88324 -0.11812 0.0 0.0 0.0 0.37
H -1.69883 -0.79069 1.62991 0.0 0.0 0.0 0.41
H 3.94708 0.78230 1.11080 0.0 0.0 0.0 0.39
H -1.95488 0.81770 -2.11751 0.0 0.0 0.0 0.50
C -4.02496 0.30359 -1.88834 0.0 0.0 0.0 -1.11
H -0.45851 -2.27124 -0.69176 0.0 0.0 0.0 0.35
H -6.81500 -0.35248 -2.42198 0.0 0.0 0.0 0.34
H -5.43943 -3.70024 -0.55858 0.0 0.0 0.0 0.34
C 2.00446 0.36350 -0.74314 0.0 -0.3 0.0 -0.30
O 3.95228 -0.06718 0.65470 0.0 0.0 0.0 -0.67
C -4.91851 -0.63998 -1.40656 0.0 0.0 0.0 0.67
H 6.60328 -0.41072 -1.97645 0.0 0.0 0.0 0.43
H -5.68698 -2.59544 0.78208 0.0 0.0 0.0 0.26
H 3.57676 -1.91244 -4.36062 0.0 0.0 0.0 0.21
H 7.29200 -1.56474 -4.08250 0.0 0.0 0.0 0.44
C 6.23214 -1.42048 -3.85110 0.0 0.0 0.1 -0.88
C 3.51649 0.14201 -0.68416 0.0 0.1 0.1 1.78
H 5.88414 -2.34142 -3.36980 0.0 0.0 0.0 0.32
H 2.72707 0.31966 -3.62476 0.0 0.0 0.0 0.25
H 4.69108 -1.64792 -1.10013 0.0 0.0 0.0 0.42
H -7.70945 -2.06224 -0.38667 0.0 0.0 0.0 0.31
O 1.46676 1.03669 -1.60819 0.0 0.1 0.0 -0.71
H 5.20475 -2.22060 -6.91029 -0.1 0.0 0.0 0.26
C -0.13983 -0.34235 0.21542 0.0 0.0 0.0 0.40
C 4.58758 0.01120 -2.58677 -0.1 0.0 0.1 1.99
H -0.25931 -1.79609 1.81068 0.0 0.0 0.0 0.39
H 6.56942 -2.61344 -6.12448 0.0 0.0 0.0 0.25
H 3.77521 1.99739 -1.89200 0.0 0.0 0.0 0.35
C -0.61041 -0.78410 1.58928 0.0 0.0 0.0 -1.73
C 6.05354 -0.23709 -2.90651 0.1 0.0 0.1 -1.30
C -2.66295 0.09153 -1.73255 0.0 0.0 0.0 -0.36
H -7.05616 -2.63968 -1.90708 0.0 0.0 0.0 0.28
H 6.47513 0.66899 -3.35867 0.0 0.0 0.0 0.35
C 5.44017 -1.22099 -5.13422 0.1 -0.1 -0.1 0.47
N 5.58712 -2.40157 -5.98910 0.1 0.1 0.0 -0.69
C 4.32795 1.12749 -1.54182 0.1 0.0 0.0 -1.99
C 3.95646 -1.01722 -1.60169 0.0 0.0 -0.1 -1.52
H 5.82138 -0.30342 -5.61406 0.0 0.0 0.0 0.14
C -6.82323 -2.05002 -1.01976 0.0 0.0 0.1 -0.59
H -0.17704 -0.95355 -1.83080 0.0 0.0 0.0 0.40
H 3.40623 -0.83536 -5.73645 0.0 0.0 0.0 0.46
H 1.84030 -0.80769 0.90245 0.0 0.0 0.0 0.38
H 5.23978 1.43742 -1.02736 0.0 0.0 0.0 0.48
H -0.24124 -0.11067 2.36399 0.0 0.0 0.0 0.46
C -5.58979 -2.64953 -0.30604 0.0 0.0 0.0 -0.92
H -0.47176 0.68266 0.02814 0.0 0.0 0.0 0.32
H -6.80746 0.13043 -0.73502 0.0 0.0 0.0 0.28
C -6.42526 -0.61557 -1.43756 0.0 -0.1 0.0 -0.89
H 4.10594 1.11212 -4.36017 0.0 0.0 0.0 0.46
C -3.08812 -1.98754 -0.61159 0.0 0.0 0.0 -0.78
H 3.15401 -1.64404 -1.99348 0.0 0.0 0.0 0.22
N 1.31547 -0.33863 0.18256 -0.1 0.2 0.0 -0.08
C 3.97086 -0.99637 -4.81335 0.0 0.0 0.0 -0.85
C 3.78261 0.18613 -3.86919 -0.1 0.0 0.0 -1.09
C -2.17948 -1.05090 -1.09430 0.0 0.0 0.0 0.47
```
Positions in Å, forces in eV/Å.

Results
* charge: 0
* energy: -30409.9782 eV
* LUMO energy: 0.025 Ha
* HOMO: -8.52 eV
* relative energy (zero: lowest compared OMol25 entry of this formula, charge and spin): 0.7911 eV
* Kohn-Sham gap: 9.209 eV